No. 1
60
Properties=species:S:1:pos:R:3:forces:R:3 method="wB97M-V/def2-TZVPD" gap_ev=9.71 homo_energy_ha=-0.343 smiles="CNC(C)=O.CNC(C)=O.CNC(C)=O.CNC(C)=O.CNC(C)=O" energy_ev=-33810.3303 relative_energy_ev=2.573 charge=0 lumo_energy_ev=0.38
C 0.2908 1.1339 4.5732 -0.205 0.504 0.912
N 1.2848 0.1288 4.4265 0.996 -0.829 -2.131
C 2.2104 -0.2321 5.3613 0.613 -1.895 -2.722
C 3.3265 -1.2255 5.0027 -0.255 0.471 -1.424
O 2.0630 -0.0240 6.5042 -0.711 1.812 4.199
H 0.7638 1.9052 5.1812 -0.673 0.316 0.204
H -0.6055 0.7193 5.0344 -0.084 0.332 0.234
H 0.0121 1.5526 3.6062 0.156 -0.093 0.022
H 1.4013 -0.1231 3.4553 0.601 -0.359 0.299
H 3.7268 -1.1197 3.9944 -0.315 -0.026 -0.297
H 2.8081 -2.1824 5.0637 0.472 -0.250 0.150
H 4.2141 -1.1523 5.6311 -0.608 -0.005 0.493
C -1.6091 0.1146 -1.9568 1.734 2.392 0.865
N -0.6154 -0.3178 -0.9051 -3.612 -0.299 -1.756
C 0.6704 -0.5848 -1.1255 -0.718 -0.646 3.721
C 1.2993 -0.3548 -2.3717 2.198 0.567 -2.597
O 1.2958 -1.0089 -0.1528 0.744 -0.370 -0.171
H -2.6338 -0.2498 -2.0297 0.613 -1.128 0.129
H -1.0609 0.2732 -2.8854 -0.475 -0.856 -0.274
H -1.7691 1.1595 -1.6908 -0.404 0.308 0.038
H -1.0509 -0.7588 -0.1077 0.539 0.177 0.221
H 1.1506 -1.1980 -3.0462 -0.141 0.002 -0.094
H 2.3633 -0.3208 -2.1376 0.043 -0.133 -0.189
H 1.1002 0.5689 -2.9151 -0.470 -0.049 0.156
C -6.5679 0.9189 4.9509 0.297 1.654 0.329
N -6.7169 -0.3721 4.2957 0.147 0.736 0.635
C -5.7712 -0.8707 3.4667 1.206 0.981 -2.397
C -6.0987 -2.2180 2.8536 -0.006 -0.162 0.422
O -4.7445 -0.2788 3.0945 -1.297 -0.751 1.289
H -6.7202 1.0169 6.0257 -0.370 -1.171 0.177
H -7.1631 1.7532 4.5797 -0.626 -0.454 -0.658
H -5.5852 1.3835 4.8701 0.414 -0.926 -0.577
H -7.6309 -0.7668 4.1254 0.060 0.214 0.550
H -6.1368 -2.2365 1.7645 0.293 0.461 0.078
H -7.0496 -2.6284 3.1932 0.139 -0.154 0.259
H -5.2560 -2.8284 3.1783 -0.235 -0.428 -0.125
C 5.5557 -2.5901 -0.7436 0.211 -0.067 0.665
N 4.6152 -3.7062 -0.8907 -0.121 1.729 0.872
C 4.9123 -4.8049 -1.5956 0.507 0.220 -2.757
C 3.9250 -5.9309 -1.4591 -0.034 -0.534 0.907
O 5.8589 -4.8161 -2.4002 -0.782 -0.455 1.488
H 6.3633 -2.9316 -0.0961 0.466 -0.065 -0.482
H 5.1623 -1.7596 -0.1574 -0.776 -0.231 -0.130
H 5.9292 -2.1431 -1.6649 -0.003 -0.536 -0.139
H 3.6919 -3.5534 -0.5110 0.187 -0.355 0.013
H 3.8523 -6.6148 -2.3047 0.173 0.426 -0.073
H 2.9411 -5.6029 -1.1236 -0.102 0.229 -0.369
H 4.2604 -6.5138 -0.6014 0.206 -0.292 0.016
C -0.4524 6.4292 -4.9965 -0.196 0.526 0.580
N -1.1421 5.2498 -5.4192 0.131 1.313 0.646
C -0.6521 4.2226 -6.1168 2.288 1.069 -0.598
C 0.8228 4.1531 -6.5446 0.240 0.549 0.408
O -1.3861 3.3922 -6.5068 -2.603 -3.432 -1.170
H 0.1834 6.2118 -4.1383 0.165 0.326 0.047
H -1.2657 7.0925 -4.7022 0.377 0.304 0.341
H 0.1035 6.9774 -5.7571 0.106 -0.372 -0.212
H -2.1200 5.2575 -5.1665 0.157 -0.642 -0.470
H 1.0407 3.2673 -7.1413 -0.572 -0.053 0.182
H 1.5098 4.1360 -5.6985 -0.027 0.181 0.142
H 1.0953 5.0019 -7.1717 -0.059 0.224 0.122

No. 2
39
Properties=species:S:1:pos:R:3:forces:R:3 method="wB97M-V/def2-TZVPD" spin_multiplicity=3 gap_ev="7.20 / 8.16" homo_energy_ha="-0.238 / -0.293" energy_ev=-65542.5526 charge=0 lumo_energy_ev="0.73 / 0.18" s2=2.140
Co -0.2270 0.4229 -0.0561 -0.154 -1.069 0.356
C -0.0063 -0.0098 4.1564 -0.006 0.022 0.016
C -0.1467 0.7914 3.0176 -0.031 -0.112 0.090
N -0.2248 0.0306 1.9334 0.120 0.195 0.059
N -0.1269 -1.2465 2.3328 -0.123 -0.189 0.202
C 0.0016 -1.3017 3.6687 0.028 0.090 0.050
B -0.1106 -2.3730 1.2771 0.060 0.368 -0.218
N 1.1348 -2.1475 0.3854 -0.007 -0.281 0.031
C 2.2110 -2.9268 0.1860 0.060 0.025 -0.032
C 3.0681 -2.2677 -0.6720 0.025 0.024 -0.014
C 2.4163 -1.0605 -0.9500 -0.016 -0.181 0.018
N 1.2534 -1.0077 -0.3128 0.368 0.276 -0.073
N -1.3577 -2.2058 0.3774 -0.035 -0.308 0.054
C -2.3486 -3.0799 0.1383 -0.113 0.048 -0.051
C -3.2249 -2.5077 -0.7622 0.010 0.005 -0.029
C -2.6722 -1.2512 -1.0306 -0.026 -0.095 0.016
N -1.5499 -1.0868 -0.3400 -0.104 0.293 -0.100
H 0.0783 0.3080 5.1809 -0.003 -0.018 -0.012
H -0.1892 1.8653 2.9352 0.012 -0.008 -0.052
H 0.0960 -2.2432 4.1840 -0.013 -0.018 -0.071
H -0.0949 -3.4518 1.7868 0.022 -0.088 0.059
H 2.2991 -3.8882 0.6646 -0.053 0.024 0.011
H 4.0217 -2.6036 -1.0401 -0.018 -0.015 0.011
H 2.7327 -0.2451 -1.5798 -0.015 0.032 0.031
H -2.3735 -4.0423 0.6215 0.073 0.029 0.018
H -4.1240 -2.9356 -1.1695 0.011 0.001 0.013
H -3.0303 -0.4726 -1.6854 0.039 0.035 0.020
O 0.4929 2.1996 -0.0810 0.290 0.315 0.082
N -0.4338 2.0758 -1.0292 -0.548 0.449 -0.548
C -0.0417 1.9734 -2.3622 0.239 -0.028 -0.271
C -0.9598 2.0473 -3.3721 -0.117 -0.008 0.176
C -2.3093 2.2940 -3.1009 -0.008 -0.040 -0.089
C -2.6718 2.5370 -1.7716 0.147 -0.083 0.029
C -1.7503 2.4645 -0.7651 -0.275 0.384 0.037
H 1.0184 1.8402 -2.5076 0.004 -0.022 0.094
H -0.6149 1.9339 -4.3903 0.046 -0.020 0.015
H -3.0340 2.3533 -3.8989 -0.003 0.014 0.016
H -3.6882 2.8028 -1.5152 0.010 0.015 0.034
H -1.9566 2.7059 0.2662 0.101 -0.061 0.022

No. 3
73
Properties=species:S:1:pos:R:3:forces:R:3 method="wB97M-V/def2-TZVPD" spin_multiplicity=2 gap_ev="7.26 / 7.29" homo_energy_ha="-0.238 / -0.238" energy_ev=-209927.8716 relative_energy_ev=2.449 charge=-1 lumo_energy_ev="0.79 / 0.82" s2=0.756
Co -0.2723 1.4318 -0.1097 -2.337 0.388 0.204
C 3.3010 2.0981 -0.3994 0.245 0.567 0.031
O 2.3908 1.0332 -0.1892 -0.090 -0.728 0.016
C 2.9239 -0.2238 -0.3046 -0.038 -0.197 -0.047
C 4.2815 -0.4696 -0.4149 -0.177 0.072 0.116
C 4.7055 -1.7840 -0.5388 -0.019 -0.145 -0.014
Br 6.5687 -2.1419 -0.6341 -0.035 0.039 -0.042
C 3.8202 -2.8249 -0.5726 0.119 0.236 0.011
C 2.4365 -2.6054 -0.4368 0.336 0.799 0.058
C 1.9853 -1.2861 -0.2919 0.343 -0.053 -0.040
O 0.7117 -0.8527 -0.1034 0.260 -0.258 -0.119
C 1.6714 -3.8492 -0.4629 -0.162 -0.767 -0.028
N 2.2931 -4.9775 -0.7416 0.251 0.272 -0.078
C 1.3604 -5.9640 -0.6563 -0.891 0.268 0.260
C 1.4717 -7.3405 -0.8365 -0.011 0.106 -0.015
C 0.3280 -8.0904 -0.6794 0.066 -0.241 -0.026
C -0.9014 -7.5104 -0.3389 -0.121 -0.016 0.027
C -1.0378 -6.1501 -0.1514 -0.099 0.005 0.057
C 0.1124 -5.3896 -0.3101 0.385 -0.640 -0.186
N 0.3467 -4.0483 -0.1909 0.207 0.299 0.026
H 3.9939 2.1890 0.4402 0.054 -0.059 -0.059
H 2.7245 3.0120 -0.4554 0.318 -0.348 0.051
H 3.8405 1.9677 -1.3403 -0.001 -0.059 0.045
H 5.0083 0.3236 -0.3873 -0.017 0.105 -0.026
H 4.1469 -3.8440 -0.7006 0.055 0.038 0.058
H 0.0028 -1.4991 -0.2624 -0.051 0.345 -0.046
H 2.4245 -7.7866 -1.0818 0.033 -0.037 -0.056
H 0.3779 -9.1609 -0.8257 -0.021 -0.058 0.036
H -1.7621 -8.1522 -0.2117 -0.061 -0.008 -0.036
H -1.9857 -5.6947 0.1012 -0.022 -0.007 0.013
H -0.3764 -3.3878 0.0839 0.071 -0.090 -0.073
O -3.8543 3.6203 -0.3886 -0.313 0.273 0.040
C -3.0975 2.6692 -0.3331 -0.191 -0.439 -0.114
O -1.8350 2.7425 -0.1541 0.688 -0.472 0.338
C -3.6991 1.2747 -0.4405 0.273 0.239 0.155
C -5.0628 1.1736 -0.4000 0.014 -0.228 -0.092
C -5.6928 -0.0835 -0.4329 1.413 -0.013 0.110
C -4.9312 -1.2299 -0.3616 -0.424 -0.006 0.011
C -3.5433 -1.1402 -0.3465 -0.454 1.423 -0.315
C -2.8545 0.1205 -0.5293 -0.495 -0.101 0.178
O -1.6145 0.1566 -0.7786 1.093 0.174 0.209
N -2.8243 -2.3025 -0.1061 0.768 -1.215 0.038
O -3.3797 -3.3901 -0.1275 0.095 0.136 0.039
O -1.6144 -2.2016 0.1669 -0.467 -0.192 0.204
N -7.1150 -0.1756 -0.4707 -0.649 -0.144 0.046
O -7.6133 -1.2877 -0.4921 -0.156 -0.198 -0.009
O -7.7571 0.8565 -0.4828 -0.087 0.163 -0.003
H -5.6411 2.0853 -0.3364 0.032 0.002 -0.089
H -5.4056 -2.1983 -0.2836 0.029 0.074 -0.031
F -1.7575 4.6135 -1.9680 0.214 -0.229 0.062
C -0.9480 5.0686 -1.0226 -0.520 0.716 -0.302
F -0.4392 6.2132 -1.5044 0.195 -0.024 0.023
F -1.6183 5.3751 0.0685 0.326 -0.227 0.094
S 0.5139 3.8949 -0.7375 0.272 1.268 -0.768
O 0.4113 2.8413 -1.7232 -0.045 -0.167 -0.395
O 0.5723 3.4013 0.6240 -0.431 -0.989 0.411
N 1.7411 4.8135 -1.0452 -0.195 -0.117 0.099
S 2.2947 5.6619 0.1821 0.961 0.828 -0.362
O 1.3446 6.5372 0.7841 -0.397 0.354 0.033
O 3.1614 4.9301 1.0536 0.316 -0.239 0.042
C 3.4520 6.7135 -0.8705 0.038 -0.078 -0.155
F 2.8240 7.2383 -1.9176 -0.284 0.071 -0.003
F 4.0228 7.7216 -0.2008 -0.307 -0.238 0.364
F 4.4375 5.9429 -1.3374 0.110 -0.229 0.024
N 0.8918 0.7725 2.4805 0.171 -0.019 0.271
C 0.8891 1.1572 3.7641 -0.159 -0.009 0.105
C -0.3740 1.6285 4.0386 0.050 -0.071 -0.027
C -1.0724 1.5053 2.8348 0.182 -0.173 0.066
N -0.2918 0.9806 1.9022 -0.183 0.048 -0.445
H 1.6642 0.4341 1.9295 -0.057 0.048 -0.054
H 1.7538 1.0615 4.3886 0.202 -0.022 0.056
H -0.7420 2.0102 4.9672 -0.039 0.081 0.197
H -2.0860 1.7704 2.6129 -0.182 0.114 -0.171

No. 4
9
Properties=species:S:1:pos:R:3:forces:R:3 method="wB97M-V/def2-TZVPD" gap_ev=7.92 homo_energy_ha=-0.336 smiles="P#P=S.C=C" energy_ev=-31548.8566 relative_energy_ev=2.407 charge=0 lumo_energy_ev=-1.22
P 0.8260 2.3658 -2.8221 -1.631 0.229 1.579
P -0.5187 2.7308 -1.4584 1.352 0.186 -1.143
S -1.6605 3.5027 -0.1326 0.284 -0.441 -0.420
C 0.8026 -1.6270 0.6090 3.365 -1.379 1.370
C -0.3484 -1.0802 0.8612 -0.455 -2.709 2.440
H 1.3955 -1.4935 -0.3020 -0.388 0.189 0.246
H 1.3662 -2.2338 1.4294 -1.196 0.977 -1.585
H -0.9588 -1.4979 1.6723 0.514 0.752 0.277
H -0.9040 -0.6668 0.1431 -1.845 2.195 -2.763